1.
Entry from the Open Molecules 2025 dataset: C4H7NO2 as an isolated structure (ωB97M-V/def2-TZVPD).

The geometry in ORCA input format:
```
! RIJCOSX wB97M-V def2-TZVPD def2/J DEFGRID3
* xyz 0 1
C -0.56223 -1.65316 -0.20866
C -0.49087 0.69997 0.24301
N -0.92156 1.82405 0.63993
O -2.02743 1.65070 1.50322
C 0.65666 0.67502 -0.67323
C 1.78206 -0.14798 -0.23734
O 0.76568 -0.73954 -1.09066
H -1.52756 -1.36165 -0.60007
H -0.13567 -2.52433 -0.70556
H -0.54677 -1.71626 0.87037
H -2.24149 2.56317 1.73299
H 0.77628 1.32795 -1.53398
H 2.75690 -0.09629 -0.71418
H 1.76196 -0.50910 0.78863
*
```

Values from the calculation:
HOMO-LUMO gap (alpha / beta) = 7.82 / 7.82 eV
Highest occupied orbital energy (alpha / beta) = -7.40 / -7.41 eV
Lowest unoccupied orbital energy (alpha / beta) = 0.41 / 0.41 eV

2.
Entry from the Open Molecules 2025 dataset: a 2-piece molecular cluster, C7H12N4OS overall (ωB97M-V/def2-TZVPD).

The geometry in ORCA input format:
```
! RIJCOSX wB97M-V def2-TZVPD def2/J DEFGRID3
* xyz 2 1
C 3.33731 1.64153 0.29134
C 2.66315 -0.72694 0.71584
C 4.57790 1.29522 0.00994
C 3.87524 -1.20625 0.51949
C 2.23488 0.60151 0.25087
C -4.20071 -0.05142 -0.76858
C -1.74339 0.09127 -0.54118
N 1.18651 1.05563 -0.17316
N -2.91120 -0.61140 -0.64299
N -4.96111 -0.10831 0.56501
N -0.59227 -0.40794 -0.54803
O 6.40587 -0.61772 -0.03602
S 5.08999 -0.35597 -0.55666
H 3.01314 2.64141 0.53538
H 1.89867 -1.24710 1.27699
H 5.38785 2.01258 0.05129
H 4.21744 -2.16992 0.86250
H -4.15078 0.99889 -1.06923
H -4.80200 -0.60949 -1.49344
H -1.82719 1.16792 -0.43938
H -5.97782 -0.03982 0.40860
H -2.81582 -1.60916 -0.79896
H -4.68808 0.65930 1.19436
H -4.77513 -1.00072 1.04675
H -0.44246 -1.40311 -0.66072
*
```

Values from the calculation:
HOMO-LUMO gap (alpha / beta) = 6.05 / 6.05 eV
Highest occupied orbital energy (alpha / beta) = -15.19 / -15.19 eV
Lowest unoccupied orbital energy (alpha / beta) = -9.14 / -9.14 eV

3.
Entry from the Open Molecules 2025 dataset: a single C4H6N2O molecule (ωB97M-V/def2-TZVPD).

The geometry in ORCA input format:
```
! RIJCOSX wB97M-V def2-TZVPD def2/J DEFGRID3
* xyz 0 1
N 0.42058 -0.39246 1.93347
C 0.06468 -0.26365 0.56090
C 0.26480 0.89309 -0.14903
O 0.82079 2.07748 0.22085
N -0.17507 0.71091 -1.42702
C -0.63073 -0.58069 -1.56691
C -0.49064 -1.21046 -0.35641
H 0.43324 -1.36544 2.21729
H -0.26423 0.06849 2.52469
H 1.54551 1.84768 0.82063
H -0.20459 1.44249 -2.11741
H -0.99995 -0.93850 -2.51767
H -0.72209 -2.24995 -0.15361
*
```

Values from the calculation:
HOMO-LUMO gap = 8.42 eV
Highest occupied orbital energy = -7.48 eV
SMILES string = Nc1cc[nH]c1O
Lowest unoccupied orbital energy = 0.94 eV

4.
Entry from the Open Molecules 2025 dataset: a single C12H20N2O9 molecule (ωB97M-V/def2-TZVPD).

The geometry in ORCA input format:
```
! RIJCOSX wB97M-V def2-TZVPD def2/J DEFGRID3
* xyz 0 1
O -6.59732 -2.48576 -0.97747
O -1.08968 1.95487 0.80700
O 3.89466 2.27941 -2.23988
O -5.73344 -1.92239 -3.02860
O -0.43553 0.03235 1.83248
O 2.48975 4.05435 -1.99495
O -3.30575 -1.92943 -2.08156
O -0.30757 1.82231 -1.91301
O 4.92718 1.88417 0.37963
C -5.63656 -2.17980 -1.69560
C -0.89806 0.75267 0.77140
C 3.00485 2.86730 -1.60209
N -2.55680 0.34736 -1.14413
N 1.88356 0.85858 -0.27609
C -3.72728 0.15831 -0.25216
C -3.96199 -1.30669 0.13386
C 1.29469 0.08387 -1.41849
C 2.97940 0.38089 0.54331
C -4.21290 -2.25155 -1.05581
C -1.18159 0.04804 -0.59445
C -0.20868 0.41459 -1.70093
C 2.47919 2.24005 -0.28033
C 3.52852 1.75490 0.74067
H -4.80729 -1.84108 -3.31658
H -0.20243 0.61352 2.58324
H 2.94726 4.31980 -2.81356
H -2.93647 -1.01338 -1.89337
H -0.27466 2.32021 -1.05044
H 5.00822 1.71738 -0.58551
H -2.56611 1.35162 -1.47433
H -3.55119 0.67289 0.69001
H -4.61928 0.49571 -0.76113
H -4.81081 -1.36116 0.85033
H -3.11857 -1.70557 0.72549
H 1.86761 0.18822 -2.33944
H 1.36263 -0.98161 -1.17713
H 2.69630 -0.12940 1.46888
H 3.64422 -0.27765 -0.00545
H -4.06508 -3.27020 -0.66945
H -1.05794 -1.03272 -0.52581
H -0.50025 -0.04677 -2.64550
H 1.77186 2.93675 0.15838
H 3.30570 2.10815 1.74352
*
```

Values from the calculation:
HOMO-LUMO gap = 9.45 eV
Highest occupied orbital energy = -9.25 eV
SMILES string = O=C(O)[C@@H](NCC[C@H](O)C(=O)O)[C@@H](O)CN1C[C@@H](O)[C@H]1C(=O)O
Lowest unoccupied orbital energy = 0.20 eV

5.
Entry from the Open Molecules 2025 dataset: a 9-piece molecular cluster, H18O9 overall (ωB97M-V/def2-TZVPD).

The geometry in ORCA input format:
```
! RIJCOSX wB97M-V def2-TZVPD def2/J DEFGRID3
* xyz -1 2
O -1.14670 -2.49917 0.22720
H -0.84277 -1.59946 0.10723
H -0.34422 -3.01588 0.29985
O 0.43728 0.63498 -0.37391
H 0.01808 0.76459 0.47681
H 1.05091 -0.08577 -0.23176
O -3.61129 0.05836 1.08875
H -2.87476 0.66890 1.05736
H -4.10389 0.23513 0.28729
O -0.69638 0.10989 2.21466
H -0.97148 0.73917 2.88141
H -1.13031 -0.70672 2.46182
O 3.34075 -1.16149 1.83373
H 3.84319 -1.97211 1.75199
H 3.44156 -0.73005 0.98525
O -2.15857 2.43185 0.98469
H -2.16048 2.72380 1.89628
H -2.18276 3.24080 0.47356
O 2.28936 0.73429 -2.82069
H 2.00351 0.21624 -3.57313
H 2.03261 0.21380 -2.05951
O 2.24708 -1.29025 -0.88890
H 3.04959 -1.68128 -1.23434
H 1.82562 -1.99821 -0.40167
O -1.35313 1.04853 -2.63073
H -0.63955 0.93124 -2.00360
H -1.36327 1.98881 -2.80963
*
```

Values from the calculation:
<S²> = 0.750
HOMO-LUMO gap (alpha / beta) = 2.18 / 9.84 eV
Highest occupied orbital energy (alpha / beta) = 0.15 / -7.63 eV
Lowest unoccupied orbital energy (alpha / beta) = 2.33 / 2.22 eV

6.
Entry from the Open Molecules 2025 dataset: C18H26Cl5N2RuS3 as an isolated structure (ωB97M-V/def2-TZVPD).

The geometry in ORCA input format:
```
! RIJCOSX wB97M-V def2-TZVPD def2/J DEFGRID3
* xyz 2 2
Ru -0.09388 0.45746 -0.47835
C -4.46493 -0.26931 -1.58629
C -3.61038 -1.21390 -0.74996
S -1.78537 -1.24326 -0.87392
C -1.44279 -1.23135 -2.66198
C -1.58221 0.09644 -3.40301
S -0.98658 1.56008 -2.48125
C -2.52290 2.50433 -2.15160
C -3.24877 2.19000 -0.84391
S -4.84701 1.36894 -0.94903
H -5.45593 -0.73000 -1.62282
H -4.13524 -0.23864 -2.62379
H -3.84937 -2.24235 -1.03143
H -3.80932 -1.11234 0.31693
H -2.07558 -1.99892 -3.11207
H -0.41883 -1.60246 -2.73543
H -2.61089 0.30604 -3.67950
H -1.00308 0.04984 -4.32466
H -3.15109 2.36681 -3.03182
H -2.18043 3.53879 -2.16825
H -3.49777 3.12745 -0.34349
H -2.59728 1.63434 -0.18128
Cl -2.36448 0.75944 2.31523
C -1.21097 1.99111 1.97875
C -0.36684 1.84230 0.88183
C 0.65379 2.75440 0.70228
Cl 1.70649 2.19785 -0.58685
C 0.84958 3.87196 1.47794
Cl 2.13557 4.94321 1.17373
C -0.06146 4.05715 2.53295
Cl 0.09270 5.42442 3.52570
C -1.07465 3.11222 2.79383
Cl -2.12849 3.32699 4.11509
C 2.13838 -2.26519 -1.59102
C 2.94753 -1.40297 -0.62999
N 2.76984 -1.80857 0.76526
C 3.89445 -2.56157 1.35087
C 4.99380 -1.64213 1.85798
C 1.67308 -1.52522 1.44610
C 1.53849 -2.06275 2.84345
N 0.64863 -0.83205 0.95581
H 2.27373 -1.91818 -2.61602
H 1.07486 -2.24998 -1.33780
H 2.45823 -3.30582 -1.54422
H 2.70206 -0.35277 -0.72221
H 4.00675 -1.49916 -0.85876
H 4.27058 -3.21754 0.56541
H 3.52644 -3.20642 2.14344
H 5.39642 -1.02085 1.05743
H 5.81189 -2.23600 2.26283
H 4.62675 -0.98619 2.64829
H 1.44644 -3.14934 2.82848
H 0.65550 -1.65057 3.32552
H 2.40807 -1.80537 3.44596
H -0.12354 -0.90038 1.60960
*
```

Values from the calculation:
<S²> = 0.772
HOMO-LUMO gap (alpha / beta) = 7.27 / 5.77 eV
Highest occupied orbital energy (alpha / beta) = -14.29 / -14.28 eV
Lowest unoccupied orbital energy (alpha / beta) = -7.02 / -8.51 eV